{
  "formula": "C21H30N4O3",
  "method": "ωB97M-V/def2-TZVPD",
  "species": ["C", "C", "C", "H", "H", "C", "N", "C", "H", "H", "H", "C", "C", "N", "C", "O", "C", "H", "H", "C", "N", "C", "O", "C", "N", "C", "C", "C", "C", "C", "C", "C", "C", "C", "O", "H", "H", "H", "H", "H", "H", "H", "H", "H", "H", "H", "H", "H", "H", "H", "H", "H", "H", "H", "H", "H", "H", "H"],
  "xyz": [[0.66, 1.59, 5.53], [0.04, 0.43, 4.66], [0.31, 0.32, 3.14], [-0.21, -0.36, 2.77], [0.31, 1.44, 2.81], [1.87, 0.21, 3.07], [2.06, 0.13, 1.72], [3.58, 0.21, 1.22], [3.78, 1.23, 1.58], [3.64, 0.28, 0.12], [4.12, -0.57, 1.77], [1.83, -1.53, 1.18], [1.98, -1.40, -0.46], [0.75, -2.52, -0.89], [0.05, -2.19, -1.88], [-0.12, -1.02, -2.33], [-1.09, -3.05, -2.13], [-1.62, -2.89, -3.00], [-0.68, -4.31, -2.33], [-2.27, -3.23, -0.93], [-2.47, -1.93, -0.66], [-2.18, -1.28, 0.55], [-1.51, -1.85, 1.30], [-2.46, 0.29, 0.48], [-1.44, 0.64, -0.79], [-0.33, 1.36, -0.54], [0.52, 2.16, -1.40], [-0.16, 2.01, -2.76], [0.54, 2.88, -3.62], [-0.01, 3.01, -4.99], [-1.24, 2.29, -5.29], [-1.79, 1.71, -4.28], [-1.42, 1.61, -3.01], [-2.03, 1.02, -1.95], [-3.17, 0.43, -2.12], [-3.03, 1.17, -4.48], [-1.51, 2.42, -6.33], [0.36, 3.55, -5.68], [1.54, 3.19, -3.50], [1.31, 2.27, -1.03], [-0.04, 1.35, 0.52], [-3.57, 0.46, 0.39], [-1.99, 0.73, 1.42], [-2.94, -1.20, -1.34], [-1.68, -3.77, -0.01], [-3.04, -3.73, -1.45], [0.73, -3.19, -0.43], [1.56, -0.38, -0.98], [2.84, -1.94, -0.81], [0.71, -1.64, 1.58], [2.43, -2.20, 1.54], [2.46, 0.91, 3.30], [2.19, -0.83, 3.35], [0.35, -0.43, 5.21], [-1.10, 0.59, 4.87], [1.59, 1.47, 5.57], [0.51, 1.57, 6.59], [0.45, 2.50, 5.19]],
  "molar_mass_g_mol": 386.50,
  "homo_energy_ha": -0.2888,
  "charge": 0,
  "gap_ev": 8.133,
  "relative_energy_kj_mol": 1855.6
}